# 1
Here is a structure of composition C24H33CoN7O2Si2 from the OMol25 dataset. Energies are from the ωB97M-V functional and the def2-TZVPD basis.

```
69
Properties=species:S:1:pos:R:3:forces:R:3
H -0.675112 -0.153028 -4.761908 -0.0878 -0.0515 0.1467
N 0.472278 -0.427586 -2.314633 -0.5857 -0.1358 -0.1981
C 0.941111 0.568312 3.847206 -0.0168 0.2224 0.3277
H -0.751299 4.746403 1.841295 -0.0362 0.0629 0.0560
H -0.346303 2.053550 -1.460172 -0.0103 0.0348 0.0645
C -1.341423 -0.466768 -3.972176 0.3074 0.0075 0.1191
C -3.561743 -1.079764 -3.260904 0.0081 0.0715 -0.3477
C 1.707084 -1.694244 3.916346 0.0874 -0.1456 0.0974
H 3.610771 -0.685599 1.563433 -0.0329 -0.0319 0.1742
H 1.584862 -0.432031 5.645104 -0.0256 -0.0381 -0.1210
H 1.666295 -2.675573 1.992771 -0.0147 0.0477 0.0487
C -1.752868 -1.116917 -1.603743 0.2285 0.0820 -0.0291
N 0.188173 1.326899 0.365830 0.1294 -0.1895 0.4626
H -2.997881 -0.493721 -5.282555 -0.0090 -0.0349 0.1002
H -0.991516 4.304710 -0.560171 0.0222 -0.0307 0.0075
C 2.393026 1.727080 -2.632909 0.2050 0.1755 0.1812
C 1.431439 -0.526149 4.573722 0.0385 0.0037 0.2871
O -0.091847 4.031005 5.738591 0.1204 -0.2374 -0.0097
H -4.119766 -0.726355 2.246664 0.0592 0.0647 -0.1821
H 0.716414 1.940275 5.535693 0.0126 -0.0387 -0.0189
H 3.438554 1.924063 -2.910765 -0.2143 -0.0228 0.0461
C -0.621520 3.537291 0.105890 -0.0411 -0.0102 -0.2133
H 2.080535 -2.565188 4.439994 -0.0245 0.0642 -0.0416
H 2.305503 1.812041 -1.542693 0.0876 -0.0468 -0.1226
N 3.640339 -0.087455 0.752674 -0.1591 0.1564 -0.0336
Si -2.395605 -1.866403 0.918380 0.1470 0.1143 -0.0745
H 3.857566 -0.876372 -4.129683 -0.1074 -0.1136 0.1070
C 1.459127 0.552226 -5.162569 -0.1514 0.0636 -0.3183
H -3.850962 -1.624829 -1.260739 0.1320 0.0416 -0.0162
C -3.647447 -0.535932 1.273339 -0.2427 0.2283 0.1077
C 0.770275 0.422167 2.479625 0.0141 -0.0860 -0.4049
H -3.137261 0.435923 1.332295 -0.1070 -0.1302 0.0163
C 0.148778 2.844330 3.747899 -0.2642 0.6922 -0.3364
H 2.419602 0.918834 -5.548581 -0.1301 -0.0324 0.0346
N -0.173468 4.088283 4.535258 -0.1147 -0.1134 -0.1900
H 2.591638 -2.096791 -3.915924 0.0981 0.0723 0.0447
H -1.141580 -1.246430 3.008887 -0.1777 -0.3165 -0.0691
C -3.132249 -3.521482 0.511222 -0.1664 -0.2976 -0.0716
H 3.513128 -1.523391 -2.521155 -0.0881 -0.0101 -0.3948
H 3.301216 -1.647878 -0.525583 0.2000 -0.2890 -0.0228
H -2.324623 -2.544444 3.218919 0.1259 0.0492 -0.0875
C -0.266019 2.286727 -0.402987 -0.0946 0.0889 -0.2779
H -4.610387 -1.227255 -3.499841 0.1407 0.0263 -0.0146
N 2.924540 -0.735681 -0.308877 -0.3582 0.1526 0.2361
C -0.813482 -0.656974 -2.653583 -0.0750 -0.0362 0.2558
H 3.083290 -0.175940 -1.131012 0.0179 0.2225 -0.1948
H 4.608724 0.030315 0.489947 0.2393 -0.0587 -0.0061
Co 0.648731 -0.656291 -0.260601 0.1594 0.1961 -0.3362
H 1.174412 -0.315108 -5.764858 0.0416 0.1022 -0.0078
C 0.606498 1.819867 4.465924 0.2699 -0.5858 0.3928
O -0.510326 5.076618 3.920631 0.0496 0.0024 -0.1694
H -3.910490 -3.512343 -0.252233 0.0446 -0.0293 0.0298
C 3.049894 -1.209135 -3.464019 0.3973 -0.2890 0.0371
H -4.442249 -0.447608 0.528829 0.0789 0.0264 0.0776
H 1.794178 2.543764 -3.055450 0.0911 -0.0607 0.0640
C 1.477008 -1.755560 2.539719 0.1608 -0.1699 -0.0680
C -0.026405 2.762447 2.305315 -0.0688 0.2042 0.0540
H -0.755193 -2.921105 2.499770 -0.2303 0.1384 0.0304
H 0.718794 1.345536 -5.311208 0.1282 -0.1001 -0.0039
Si 1.759168 0.126054 -3.381149 -0.1053 0.1339 0.2794
H -3.569659 -3.940727 1.426173 0.0522 0.0250 -0.1542
C -3.126479 -1.301964 -1.996809 0.3092 -0.0414 0.3981
C 0.296239 1.540579 1.697942 0.0325 -0.0536 -0.0706
C -1.544685 -2.160185 2.548153 0.2797 0.0578 0.3343
N 1.027392 -0.741010 1.835182 -0.0657 0.3436 0.1846
C -2.649347 -0.661354 -4.269275 -0.3766 -0.0847 0.0451
H -2.346247 -4.207302 0.174243 -0.0934 0.0504 0.0479
N -1.285402 -1.307803 -0.347663 -0.2902 -0.0742 -0.5458
C -0.495738 3.782374 1.443564 0.0500 -0.0394 0.2572
```
Positions in Å, forces in eV/Å.

Summary:
**Spin multiplicity**: 5
**E_tot**: -3429.7065 a.u.
**F_max**: 0.81 eV/A
**Charge**: +1
**Lowest unoccupied orbital energy (spin up / spin down)**: -0.1397 / -0.1409 Ha
**<S²>**: 6.023

Here are the Löwdin charges for atoms 1 to 8, given in e: atom 1 (H): 0.061, atom 2 (N): -0.090, atom 3 (C): -0.118, atom 4 (H): 0.110, atom 5 (H): 0.116, atom 6 (C): -0.044, atom 7 (C): -0.067, atom 8 (C): -0.016

# 2
Here is a structure of composition C24H33F9N4OReS from the OMol25 dataset. Energies are from the ωB97M-V functional and the def2-TZVPD basis.

```
73
Properties=species:S:1:pos:R:3:forces:R:3
Re 0.230698 0.384367 0.182415 0.2333 0.0737 -0.1792
C -1.767505 5.738021 0.386211 0.0614 0.0177 0.0576
H -3.604787 1.892086 1.254911 -0.0028 -0.0099 0.0238
F 1.176802 -1.709017 -1.998144 0.0022 -0.0781 -0.0019
H -1.667335 6.789725 0.124059 -0.0090 0.0090 -0.0047
H 2.295767 0.153894 3.468963 0.0139 0.0205 0.0013
C 0.251726 -1.785971 0.183798 -0.2139 -0.1313 0.0938
H -1.723516 3.388874 0.566798 0.0282 -0.1271 -0.0879
C -0.418779 0.593014 3.195283 -0.0495 -0.0068 -0.0150
H -2.710341 5.376429 -0.030753 -0.0049 0.0049 -0.0097
C 0.703852 -2.438718 -0.966184 0.0556 0.0356 0.0036
H -5.318540 1.603910 1.549956 0.0009 0.0061 -0.0112
F -0.666236 -2.225934 2.330545 -0.0061 -0.0366 -0.0025
H -0.771802 -0.425961 3.155812 -0.0132 -0.0112 -0.0025
C -3.034632 -1.826931 -1.124562 -0.0085 0.0155 0.1101
H -0.064098 0.818201 4.202129 0.0206 -0.0030 -0.0019
N -0.737483 3.564570 0.402557 -0.3213 0.0855 0.1556
C 0.265127 -4.642814 -0.148715 -0.0064 0.0812 0.0201
H 0.311456 2.892482 2.212421 0.0124 -0.0161 0.0233
C -4.341823 1.126429 1.495421 0.0021 0.0082 0.0257
H -0.592081 6.025413 -2.008741 -0.0101 -0.0074 -0.0218
H 4.504654 1.165925 -4.571579 0.0055 0.0003 -0.0059
H 1.582868 4.917959 0.019900 0.0327 -0.0014 -0.0031
N 0.688111 0.806228 2.228155 0.2052 -0.0281 0.0662
C -0.190763 -2.684081 1.152610 -0.0592 0.0255 0.0308
H 1.963409 2.460407 1.776767 -0.0076 0.0054 -0.0106
C -0.201317 -4.064398 1.020978 -0.0066 0.0354 0.0007
C 4.798768 0.881139 -2.466506 -0.0291 -0.0029 0.0129
N -0.261533 2.494688 -0.430185 -0.0863 -0.0533 -0.0405
F 1.866468 1.099941 -4.537062 0.0047 -0.0039 0.0145
F 5.044829 0.569010 -0.164862 -0.0212 -0.0003 -0.0224
F -0.658305 -4.823644 2.006650 0.0124 -0.0069 -0.0279
C 1.857997 -0.080341 2.496689 -0.0131 -0.0038 -0.1281
C -0.594092 4.984103 -1.688400 -0.0937 0.0759 0.0058
C 0.730398 -3.810372 -1.155631 -0.0189 0.0481 0.0324
H 3.474907 -0.750478 1.222467 -0.0140 -0.0038 -0.0006
C 2.659653 0.977359 -3.482960 -0.0350 -0.0031 0.0681
F 1.193169 -4.321063 -2.285831 -0.0050 -0.0135 0.0100
H -3.545589 -1.202359 -1.857616 0.0364 0.0438 0.0167
H 1.504683 -1.106985 2.508981 -0.0103 -0.0068 0.0089
O -1.801512 0.255822 -0.012842 -0.1290 0.0505 -0.1077
C 0.731734 5.508663 0.371883 -0.0291 -0.0577 -0.0498
N 2.115598 0.440927 0.128593 0.3131 -0.0133 0.1667
H -3.858602 -3.702000 -1.733894 0.0014 -0.0091 -0.0003
C 4.228783 0.694723 -1.208296 -0.0005 0.0160 -0.0439
C -3.780125 -3.118558 -0.818155 -0.0433 0.0014 0.0060
S -2.827986 -0.865901 0.391444 0.0153 0.0162 -0.2215
H 0.588367 2.834443 -0.883477 0.0431 0.0524 0.1714
H -1.812006 5.671723 1.474607 0.0024 -0.0110 0.0111
H 3.546771 0.966715 1.591531 0.0019 -0.0077 -0.0041
C 2.101887 0.802014 -2.239705 0.0708 0.0002 0.0361
H -3.251398 -3.717036 -0.076819 -0.0034 -0.0125 0.0033
H 0.291877 4.530268 -2.138487 0.0156 -0.0357 0.0036
H -4.793095 -2.931840 -0.462912 -0.0081 -0.0187 0.0018
C 1.132510 2.218889 2.434808 0.0013 0.0362 -0.0703
H -1.488679 4.520750 -2.111668 -0.0183 -0.0148 0.0115
H -5.124280 -0.715713 0.664205 0.0081 -0.0018 -0.0452
F 0.728935 0.733918 -2.125283 0.0049 -0.0214 0.0046
H 0.880531 6.531998 0.029521 0.0187 0.0010 -0.0205
H -4.120877 0.709549 2.478163 0.0068 0.0124 0.0110
F 6.116402 0.923655 -2.544325 -0.0031 -0.0047 0.0260
C 4.036554 1.023308 -3.607255 -0.0066 -0.0036 0.0404
H -4.567162 0.432370 -0.571965 0.0547 0.0131 -0.0018
C -4.374837 0.045373 0.429151 -0.0279 -0.1064 0.0638
C 2.842158 0.646123 -1.064814 -0.0244 0.0310 -0.2851
H 1.452507 2.334748 3.470832 0.0114 -0.0152 0.0090
H 0.736436 5.503768 1.461245 -0.0044 0.0203 0.0159
C 2.869022 0.143086 1.373066 -0.1073 0.0018 0.1164
C -0.584541 4.947311 -0.160084 0.0882 -0.0278 -0.0430
H -1.222793 1.284775 2.946253 -0.0033 -0.0050 0.0059
H -0.907145 2.356835 -1.213552 0.0593 0.0708 -0.0479
H -2.015395 -2.019018 -1.461755 0.0078 -0.0097 0.0334
F 0.267771 -5.950095 -0.298759 0.0024 0.0154 -0.0017
```
Positions in Å, forces in eV/Å.

Summary:
**Spin multiplicity**: 2
**E_tot**: -2603.1909 a.u.
**F_max**: 0.37 eV/A
**Charge**: +2
**Energy relative to the best compared isomer or geometry (same formula, charge and spin)**: 0.1387 eV
**Lowest unoccupied orbital energy (spin up / spin down)**: -0.2738 / -0.2575 Ha
**<S²>**: 0.774

Here are the Löwdin charges for atoms 1 to 8, given in e: atom 1 (Re): 1.602, atom 2 (C): -0.033, atom 3 (H): 0.056, atom 4 (F): 0.077, atom 5 (H): 0.102, atom 6 (H): 0.146, atom 7 (C): -0.146, atom 8 (H): 0.106